# 1
{"formula": "C23H28BrN6O6Tc", "method": "ωB97M-V with the def2-TZVPD basis set", "fmax_ev_per_a": 2.953, "homo_lumo_gap_ev": [6.1, 6.5], "e_homo_ev": [-11.4, -11.4], "e_tot_ev": -117768.02836, "multiplicity": 2, "charge": 1, "s_squared": 0.76, "relative_energy_kj_mol": 90.41, "symbols": ["Tc", "O", "C", "O", "C", "C", "C", "C", "C", "N", "C", "O", "O", "H", "H", "H", "C", "N", "C", "C", "C", "N", "C", "C", "H", "H", "H", "H", "H", "H", "H", "H", "H", "H", "H", "H", "H", "H", "H", "H", "Br", "C", "C", "N", "C", "C", "C", "C", "O", "O", "H", "H", "H", "C", "C", "N", "C", "C", "N", "H", "H", "H", "H", "H", "H"], "positions_angstrom": [[-0.31099, 0.01287, -0.33592], [-1.62743, 0.58040, 3.43556], [-1.50952, 0.60521, 2.23932], [-1.25476, -0.41786, 1.45710], [-1.70718, 1.87695, 1.43441], [-2.29557, 3.06155, 1.82783], [-2.58634, 3.99813, 0.84211], [-2.38762, 3.69037, -0.50492], [-1.80687, 2.48082, -0.80940], [-1.39279, 1.66745, 0.16079], [-1.71092, 1.77110, -2.13928], [-1.89703, 2.31412, -3.19542], [-1.48505, 0.48125, -1.95152], [-2.53233, 3.22147, 2.86984], [-3.02098, 4.94968, 1.11706], [-2.70170, 4.35432, -1.29773], [1.28200, -1.94154, -2.24933], [0.80400, -1.97576, -0.85569], [1.98722, -2.24034, -0.00597], [-0.10593, -3.13240, -0.68965], [-1.45058, -2.95645, -1.35293], [-2.26908, -1.94732, -0.69373], [-3.38352, -1.55252, -1.55613], [-2.80147, -2.44835, 0.57569], [1.78875, -2.87963, -2.49583], [1.98502, -1.12155, -2.36356], [0.45334, -1.80121, -2.93567], [2.44703, -3.18470, -0.31155], [1.69285, -2.31137, 1.03423], [2.71002, -1.43592, -0.10705], [-0.24909, -3.28469, 0.38016], [0.37879, -4.02694, -1.09393], [-1.95711, -3.93080, -1.34181], [-1.33189, -2.66630, -2.39820], [-3.99036, -2.42682, -1.82191], [-3.01995, -1.08966, -2.46669], [-4.02043, -0.84147, -1.03306], [-3.36950, -3.37206, 0.40637], [-3.46793, -1.71115, 1.01284], [-2.01299, -2.64357, 1.29279], [2.53224, -3.06317, 5.37622], [2.70476, -1.30228, 4.72765], [3.56721, -0.40985, 5.35600], [3.72340, 0.83984, 4.93795], [3.03005, 1.25411, 3.88628], [2.15817, 0.42050, 3.19340], [1.97819, -0.88208, 3.63316], [1.40371, 0.94239, 2.01702], [1.02888, 2.10525, 2.00370], [1.20194, 0.09199, 1.04708], [4.13442, -0.71401, 6.22737], [3.17772, 2.27880, 3.56845], [1.26920, -1.53863, 3.14934], [0.69286, 0.64602, -4.08207], [1.12848, 1.45473, -2.91207], [1.01371, 1.21303, -1.60145], [1.60874, 2.28622, -0.94368], [2.07574, 3.16560, -1.85527], [1.77206, 2.62048, -3.07905], [-0.23001, 0.12351, -3.85685], [1.46328, -0.07097, -4.36530], [0.50530, 1.30517, -4.92795], [1.64240, 2.35993, 0.13054], [2.59301, 4.10021, -1.73682], [1.95243, 3.04791, -3.97291]], "atomic_forces_ev_per_a": [[-2.13, -1.97, 0.56], [-0.13, -0.27, -0.27], [0.01, 1.05, 0.71], [1.16, -0.27, -0.90], [0.09, -0.41, -0.14], [-0.06, 0.05, -0.09], [0.05, -0.04, 0.00], [-0.08, 0.09, 0.04], [0.27, -0.24, 0.01], [-0.23, 0.49, 0.24], [-0.22, 0.93, 0.05], [0.02, -0.28, 0.02], [1.35, -0.59, 0.40], [0.01, -0.02, 0.01], [-0.03, -0.01, -0.01], [-0.02, -0.03, -0.01], [0.05, 0.02, -0.08], [-0.13, 0.36, 0.04], [0.14, -0.03, 0.02], [-0.17, -0.03, 0.13], [0.17, -0.14, -0.20], [0.48, 0.73, 0.16], [-0.12, 0.01, -0.06], [-0.09, -0.12, 0.13], [-0.02, -0.01, 0.02], [0.02, -0.01, 0.01], [-0.01, 0.03, -0.02], [-0.03, 0.00, -0.05], [-0.03, 0.01, 0.04], [-0.03, 0.00, -0.02], [0.07, -0.04, 0.00], [0.05, 0.00, 0.04], [-0.07, 0.04, -0.06], [-0.03, -0.04, 0.01], [0.03, -0.01, 0.06], [0.05, -0.01, -0.04], [0.05, 0.03, 0.02], [0.01, 0.05, -0.07], [0.03, 0.06, 0.01], [0.02, -0.01, 0.01], [-0.02, 0.00, 0.00], [0.02, 0.05, 0.11], [-0.12, -0.05, -0.08], [0.10, 0.13, 0.09], [-0.04, -0.17, -0.05], [-0.05, -0.17, -0.21], [0.09, -0.04, -0.03], [-0.02, 0.84, 0.88], [0.03, -0.23, -0.18], [-0.67, 0.09, -1.37], [0.02, -0.02, -0.02], [-0.03, 0.01, 0.00], [-0.01, -0.03, -0.04], [-0.08, 0.04, 0.04], [0.01, 0.00, 0.02], [0.07, 0.18, 0.37], [0.22, 0.13, 0.04], [0.02, -0.13, 0.01], [0.01, 0.06, -0.03], [-0.01, -0.02, -0.04], [0.01, 0.01, -0.03], [0.00, 0.00, 0.00], [-0.11, 0.02, -0.15], [-0.01, 0.00, -0.04], [0.02, -0.08, -0.02]]}

# 2
{"formula": "C27H53F12NNbO12P2S2Si", "method": "ωB97M-V with the def2-TZVPD basis set", "fmax_ev_per_a": 2.338, "homo_lumo_gap_ev": 5.9, "e_homo_ev": -4.4, "e_tot_ev": -137207.17506, "charge": -1, "symbols": ["C", "C", "O", "C", "Nb", "S", "C", "C", "O", "Si", "C", "C", "C", "O", "C", "C", "C", "O", "P", "N", "P", "S", "H", "H", "H", "H", "H", "H", "H", "H", "H", "H", "H", "H", "H", "H", "H", "H", "H", "H", "H", "H", "H", "H", "H", "H", "H", "H", "H", "H", "H", "H", "H", "H", "H", "C", "C", "O", "C", "O", "C", "F", "F", "F", "H", "H", "H", "H", "H", "C", "C", "O", "C", "O", "C", "F", "F", "F", "H", "H", "H", "H", "H", "C", "C", "O", "C", "O", "C", "F", "F", "F", "H", "H", "H", "H", "H", "C", "C", "O", "C", "O", "C", "F", "F", "F", "H", "H", "H", "H", "H"], "positions_angstrom": [[1.56352, -3.94773, 3.33715], [0.86625, -4.19948, 2.00432], [-0.20777, -3.29957, 1.90273], [-0.86469, -3.27500, 0.61720], [-1.49042, -1.16030, 0.15175], [-0.17308, -1.23796, -1.96320], [-3.22049, -1.91496, -1.03421], [-4.47613, -1.08169, -0.75368], [-5.30045, -1.76055, 0.17234], [-6.63243, -1.09779, 0.84066], [-7.46179, -2.39250, 1.86930], [-7.81490, -0.50533, -0.47902], [-6.19281, 0.38776, 1.89804], [-2.00380, 0.70514, 0.03205], [-1.07857, 1.74932, -0.20649], [-0.52330, 2.32819, 1.12521], [-0.59628, 3.84101, 1.17991], [-1.19384, 1.73243, 2.21462], [0.90963, -0.60371, 1.13908], [0.80406, -0.13240, 2.67838], [-2.49889, -1.42197, 2.59401], [-3.61838, -3.06010, 2.92699], [1.53891, -4.82479, 3.98347], [1.05975, -3.13709, 3.85996], [2.60756, -3.67659, 3.20633], [1.55021, -4.04785, 1.15765], [0.49987, -5.23301, 1.93720], [-0.18370, -3.67687, -0.14004], [-1.75524, -3.91299, 0.68427], [-0.90303, -2.13922, -2.62056], [-3.42831, -2.97066, -0.85377], [-2.97755, -1.80604, -2.09295], [-5.02275, -0.92782, -1.69266], [-4.22487, -0.08519, -0.37163], [-8.31123, -1.92616, 2.37727], [-6.78902, -2.80747, 2.61974], [-7.84957, -3.20927, 1.25920], [-8.71141, -0.08447, -0.01877], [-8.11438, -1.31832, -1.14370], [-7.35635, 0.27135, -1.09586], [-6.58995, 0.29141, 2.90811], [-5.10658, 0.47176, 1.98578], [-6.55188, 1.32555, 1.47085], [-1.57515, 2.52258, -0.80179], [-0.23957, 1.38124, -0.79982], [0.52707, 2.03460, 1.17651], [-0.21092, 4.20844, 2.12994], [-0.00072, 4.28251, 0.37809], [-1.63078, 4.17411, 1.07945], [-0.52149, 1.36298, 2.81339], [1.77873, -1.68613, 0.91046], [1.59318, 0.38068, 0.39612], [1.30020, -0.75458, 3.30289], [-1.46550, -1.34987, 3.52837], [-3.21900, -0.25312, 2.91797], [8.35865, -5.30096, 4.61915], [8.26945, -5.79395, 3.19365], [6.90250, -5.82412, 2.72277], [6.38355, -4.65573, 2.38291], [6.91858, -3.58916, 2.39656], [4.92173, -4.85942, 1.90231], [4.24108, -5.61064, 2.77241], [4.92817, -5.48987, 0.71932], [4.31906, -3.69082, 1.76342], [7.74121, -5.91606, 5.27344], [9.39312, -5.36107, 4.95784], [8.02880, -4.26672, 4.69669], [8.59774, -6.82689, 3.10721], [8.85944, -5.17934, 2.51467], [-5.33328, -0.96527, 5.36266], [-4.36555, -0.06307, 6.07784], [-4.92784, 0.49628, 7.30850], [-4.97533, -0.29075, 8.35444], [-4.59472, -1.41636, 8.47769], [-5.60645, 0.48579, 9.54582], [-6.74739, 1.09240, 9.19276], [-4.75339, 1.42873, 9.98193], [-5.86703, -0.34039, 10.55737], [-6.26395, -0.43598, 5.15273], [-4.87032, -1.28012, 4.42609], [-5.55674, -1.86062, 5.94104], [-4.13174, 0.82043, 5.48929], [-3.43759, -0.57650, 6.32572], [2.02594, 4.96032, -5.46562], [3.33305, 4.36733, -4.99447], [3.33935, 4.16196, -3.56069], [2.66030, 3.10970, -3.12950], [2.06449, 2.30707, -3.77783], [2.77030, 3.02752, -1.58271], [2.49655, 4.21599, -1.02523], [4.01998, 2.68334, -1.23975], [1.92597, 2.12737, -1.10315], [1.81830, 5.89075, -4.93686], [2.08792, 5.17069, -6.53366], [1.20145, 4.27036, -5.29585], [4.16314, 5.04981, -5.16419], [3.54783, 3.41784, -5.48315], [4.10868, 5.85632, -12.28142], [5.40650, 5.19542, -11.88139], [5.52186, 5.06930, -10.44212], [4.82132, 4.09625, -9.88973], [4.12107, 3.29492, -10.42864], [5.06107, 4.09559, -8.35475], [4.90395, 5.32562, -7.84577], [6.30886, 3.68792, -8.09193], [4.20558, 3.27826, -7.75466], [4.01474, 6.83146, -11.80393], [4.09426, 5.99539, -13.36234], [3.25380, 5.24386, -12.00105], [6.26618, 5.80024, -12.15817], [5.51375, 4.20698, -12.32614]], "atomic_forces_ev_per_a": [[0.14, -0.16, 0.13], [-0.18, -0.04, 0.07], [0.18, 0.13, -0.08], [0.29, 0.15, 0.77], [-2.28, 0.33, -0.43], [0.42, 0.11, 0.28], [0.72, 0.09, -0.59], [0.14, -0.10, 0.12], [0.15, -0.19, -0.29], [-0.25, 0.23, 0.42], [-0.18, -0.08, 0.06], [0.01, -0.03, -0.23], [0.22, 0.07, -0.06], [1.16, -0.46, 0.02], [-0.33, 0.46, 0.17], [0.08, -0.31, 0.14], [-0.12, 0.05, -0.07], [-0.29, 0.64, 0.22], [-0.03, -0.26, 0.01], [0.13, 0.06, -0.15], [-0.06, -0.80, 0.00], [0.00, 0.21, -0.04], [-0.05, -0.03, 0.02], [-0.09, 0.04, -0.03], [-0.10, 0.11, 0.06], [0.06, 0.00, 0.01], [-0.02, -0.03, -0.02], [-0.06, 0.01, -0.09], [-0.02, -0.06, -0.10], [-0.13, -0.08, -0.10], [-0.02, -0.01, 0.12], [-0.05, -0.08, -0.04], [-0.04, -0.01, -0.02], [-0.02, 0.05, 0.01], [-0.03, -0.05, 0.06], [0.08, 0.02, -0.01], [0.03, -0.05, -0.03], [-0.03, 0.02, -0.01], [-0.05, -0.02, 0.01], [-0.02, 0.05, 0.01], [-0.06, 0.01, 0.03], [0.01, 0.01, 0.03], [-0.05, 0.02, 0.01], [-0.10, 0.07, 0.10], [-0.12, -0.02, -0.15], [0.09, 0.11, 0.08], [0.05, -0.03, 0.05], [-0.03, 0.04, -0.07], [-0.03, 0.02, -0.02], [0.16, -0.46, -0.25], [0.14, -0.05, -0.01], [0.18, -0.10, -0.23], [-0.04, -0.03, 0.08], [0.13, 0.21, 0.13], [0.05, 0.13, 0.06], [-0.10, 0.01, 0.01], [0.12, -0.06, -0.06], [0.07, -0.04, 0.09], [-0.32, -0.03, -0.14], [0.13, 0.08, 0.03], [0.34, -0.04, 0.09], [-0.04, 0.01, -0.05], [-0.06, 0.01, -0.03], [0.06, -0.01, -0.12], [0.02, -0.02, 0.02], [0.00, 0.00, 0.01], [0.03, 0.01, -0.01], [-0.01, -0.01, 0.00], [-0.04, 0.05, 0.01], [-0.12, 0.12, 0.12], [0.17, 0.05, -0.06], [-0.02, 0.00, -0.15], [-0.16, 0.17, 0.37], [0.08, -0.11, -0.11], [0.12, -0.12, -0.19], [0.03, -0.01, 0.07], [-0.08, -0.03, 0.03], [-0.01, 0.10, -0.02], [0.00, 0.01, -0.03], [-0.11, -0.12, -0.02], [0.06, -0.01, 0.00], [0.00, 0.00, -0.01], [-0.03, -0.04, 0.06], [-0.05, 0.00, 0.09], [0.12, -0.04, -0.04], [-0.03, 0.08, -0.08], [0.05, -0.03, 0.39], [-0.05, -0.04, -0.15], [-0.02, 0.08, -0.28], [0.01, -0.07, 0.05], [-0.06, 0.00, 0.06], [0.20, 0.16, -0.08], [0.01, 0.03, -0.03], [0.00, 0.01, 0.00], [0.01, -0.02, -0.03], [0.00, -0.02, 0.01], [-0.07, 0.03, 0.10], [-0.03, 0.02, 0.10], [0.10, -0.02, -0.11], [-0.02, 0.08, -0.08], [0.07, -0.04, 0.38], [-0.06, -0.04, -0.13], [-0.04, 0.04, -0.31], [0.01, -0.06, 0.04], [-0.05, 0.02, 0.06], [0.08, 0.00, -0.06], [0.01, 0.02, -0.03], [-0.01, 0.01, -0.01], [0.00, -0.02, -0.03], [0.00, 0.01, 0.02], [-0.05, -0.03, 0.04]]}

# 3
{"formula": "C5H13NP", "method": "ωB97M-V with the def2-TZVPD basis set", "fmax_ev_per_a": 4.829, "homo_lumo_gap_ev": [8.7, 8.0], "e_homo_ev": [-12.6, -12.6], "e_tot_ev": -16162.77181, "charge": 1, "relative_energy_kj_mol": 468.10, "symbols": ["C", "C", "C", "C", "C", "N", "P", "H", "H", "H", "H", "H", "H", "H", "H", "H", "H", "H", "H", "H"], "positions_angstrom": [[-1.71625, 1.39475, -0.44626], [-1.40101, -1.34884, -0.22834], [0.87734, -0.12427, 0.04422], [1.61805, -0.15460, -1.25846], [1.47690, 0.87709, 1.04837], [-0.01540, -1.16942, 0.48092], [-2.57043, 0.00230, 0.19624], [-1.22732, 2.10781, 0.23532], [-2.11131, 1.84500, -1.39526], [-1.07454, -1.50861, -1.20865], [-1.74807, -2.25568, 0.01052], [1.75037, 0.89584, -1.61947], [0.91711, -0.52683, -1.94142], [2.45427, -0.80102, -1.03067], [1.61394, 1.88851, 0.62946], [2.33911, 0.42352, 1.41044], [0.70714, 1.25774, 1.87140], [-0.35535, -0.97235, 1.37651], [0.53830, -1.96171, 0.20283], [-2.07285, 0.13075, 1.62231]], "atomic_forces_ev_per_a": [[0.03, 1.41, -0.56], [2.14, 2.85, -0.20], [0.19, 4.04, 0.51], [-1.53, 0.65, 1.38], [-4.64, 1.23, 0.48], [-0.21, 0.74, -2.95], [0.20, 0.13, 1.38], [-0.32, -0.35, -0.43], [0.73, -0.60, 0.84], [-0.26, 0.59, -2.08], [-1.37, -3.50, 1.70], [0.74, -1.02, 0.63], [-0.44, -1.26, -1.63], [0.87, 0.14, -1.01], [0.65, -0.82, -0.56], [1.76, -0.20, 1.20], [1.57, -1.63, -1.05], [0.56, -0.46, 2.52], [-0.11, -1.54, 1.24], [-0.54, -0.38, -1.41]]}

# 4
{"formula": "C25H16BrIIrN5O2S", "method": "ωB97M-V with the def2-TZVPD basis set", "fmax_ev_per_a": 1.768, "homo_lumo_gap_ev": [6.7, 5.2], "e_homo_ev": [-11.0, -11.0], "e_tot_ev": -129540.26872, "multiplicity": 2, "charge": 1, "s_squared": 0.77, "relative_energy_kj_mol": 309.39, "symbols": ["Ir", "O", "C", "N", "C", "C", "C", "C", "C", "C", "N", "C", "O", "C", "C", "C", "C", "C", "N", "C", "C", "C", "C", "C", "N", "H", "H", "H", "H", "H", "H", "H", "H", "H", "H", "H", "H", "Br", "C", "C", "C", "C", "C", "C", "I", "H", "H", "H", "H", "S", "C", "N"], "positions_angstrom": [[-0.21544, 0.06044, -1.31237], [2.66872, 1.47977, -3.99175], [1.99154, 0.73333, -3.33448], [0.66068, 0.93613, -3.01297], [-0.06730, 1.85637, -3.68495], [0.06555, 2.22046, -5.03658], [-0.79873, 3.14331, -5.55033], [-1.78792, 3.75922, -4.72986], [-1.91053, 3.43652, -3.41099], [-1.04817, 2.46032, -2.87609], [-1.05248, 1.97256, -1.61941], [-1.44845, 2.76337, -0.55183], [-1.50285, 3.96488, -0.56041], [-1.82739, 1.92972, 0.59186], [-2.42887, 2.46891, 1.70789], [-2.94448, 1.59979, 2.65542], [-2.87257, 0.23760, 2.41342], [-2.18537, -0.21757, 1.29997], [-1.65554, 0.62315, 0.41588], [2.47690, -0.52572, -2.76607], [3.70821, -1.03788, -3.11104], [4.03680, -2.30802, -2.66891], [3.11016, -3.00907, -1.91677], [1.91031, -2.40284, -1.58201], [1.61131, -1.16682, -1.98459], [0.82374, 1.75595, -5.64796], [-0.73234, 3.41344, -6.59519], [-2.46033, 4.48312, -5.16941], [-2.66230, 3.89957, -2.79049], [-2.49282, 3.54444, 1.79453], [-3.41401, 1.97592, 3.55430], [-3.34773, -0.47191, 3.07530], [-2.06565, -1.27190, 1.10511], [4.36267, -0.43992, -3.72933], [4.99205, -2.75004, -2.91760], [3.30364, -4.01875, -1.58555], [1.17807, -2.92516, -0.99666], [3.43727, -1.79783, 4.70464], [1.58533, -1.96301, 5.02485], [1.15656, -2.98079, 5.86679], [-0.19558, -3.17796, 6.09104], [-1.12626, -2.35378, 5.47689], [-0.69921, -1.32655, 4.65191], [0.65398, -1.13045, 4.41649], [1.23486, 0.41637, 3.13086], [1.88942, -3.62322, 6.33506], [-0.52393, -3.97877, 6.73958], [-2.18562, -2.51159, 5.63183], [-1.41230, -0.67279, 4.17189], [0.42424, -3.32793, 1.77259], [0.04023, -2.25721, 0.67990], [-0.25810, -1.48719, -0.17439]], "atomic_forces_ev_per_a": [[1.04, 1.35, 0.46], [-0.09, -0.01, -0.20], [0.12, 0.31, 0.03], [-0.69, -0.57, 0.67], [0.07, -0.09, -0.50], [0.21, -0.01, -0.10], [0.01, 0.09, 0.15], [0.11, -0.07, -0.09], [-0.07, 0.22, 0.13], [-0.51, 0.21, -0.09], [0.37, -1.10, 0.01], [0.18, 0.30, 0.00], [-0.12, 0.00, -0.15], [-0.16, 0.03, 0.43], [0.03, -0.01, 0.09], [-0.05, -0.04, 0.01], [-0.06, 0.20, -0.10], [-0.07, -0.22, 0.02], [0.53, -0.52, -0.82], [0.36, -0.26, 0.03], [0.03, -0.03, -0.02], [0.07, -0.06, 0.05], [0.02, 0.12, -0.08], [0.08, -0.08, -0.05], [-1.03, 0.26, 0.40], [-0.01, 0.02, -0.01], [-0.03, 0.00, 0.00], [0.00, -0.01, 0.00], [0.02, 0.00, 0.02], [-0.01, 0.00, -0.01], [-0.05, 0.01, -0.04], [0.07, -0.05, -0.01], [-0.09, 0.08, 0.06], [-0.01, 0.00, -0.01], [-0.01, 0.00, -0.02], [-0.03, 0.01, 0.04], [0.09, -0.09, -0.10], [-0.01, -0.01, 0.05], [0.00, -0.01, -0.09], [0.00, -0.06, 0.02], [-0.03, 0.00, -0.03], [-0.02, 0.04, -0.04], [0.03, 0.01, 0.00], [0.17, 0.12, 0.00], [-0.15, -0.05, 0.04], [0.00, 0.01, 0.00], [0.04, 0.00, 0.01], [0.01, 0.02, 0.05], [0.05, -0.03, 0.10], [-0.08, -0.04, -0.03], [0.02, 0.20, 0.04], [-0.33, -0.16, -0.34]]}